1.
The following is a DFT calculation (ωB97M-V/def2-TZVPD) of C38H96F12N19O13P5S4Sr as an isolated structure.

F_max	0.06995	hartree/bohr
gap between HOMO and LUMO	8.0	eV

```
! wB97M-V def2-TZVPD RIJCOSX def2/J DEFGRID3
* xyz 0 1
Sr 14.057 -10.695 8.741
C 12.384 -14.264 8.770
F 12.355 -14.438 7.454
F 11.725 -13.143 9.098
F 11.827 -15.294 9.386
S 14.143 -14.109 9.348
O 14.106 -13.381 10.598
O 14.653 -15.426 9.408
N 14.786 -12.999 8.209
S 16.197 -13.686 7.825
O 17.187 -13.670 8.847
O 16.075 -14.904 7.082
C 16.789 -12.469 6.569
F 15.872 -12.270 5.617
F 17.000 -11.289 7.190
F 17.904 -12.885 6.012
C 16.330 -7.901 6.127
F 16.846 -6.794 6.606
F 16.292 -7.820 4.794
F 17.026 -8.969 6.429
S 14.554 -8.076 6.662
O 13.904 -6.915 6.195
O 14.104 -9.320 6.083
N 14.562 -8.402 8.390
S 14.261 -6.972 8.994
O 15.142 -5.932 8.578
O 12.862 -6.662 8.875
C 14.717 -7.154 10.767
F 14.252 -6.108 11.405
F 14.200 -8.297 11.258
F 16.023 -7.183 10.966
O 16.939 -5.481 -0.530
P 17.419 -4.226 0.079
N 18.783 -3.674 -0.682
C 19.688 -4.701 -1.200
C 19.368 -2.371 -0.508
N 17.819 -4.430 1.679
C 16.819 -4.921 2.618
C 19.171 -4.342 2.201
N 16.326 -2.977 0.035
C 16.248 -2.010 1.125
C 15.071 -3.200 -0.666
H 19.963 -5.444 -0.448
H 20.537 -4.208 -1.671
H 19.205 -5.242 -2.017
H 19.822 -2.016 -1.435
H 20.162 -2.370 0.252
H 18.612 -1.661 -0.180
H 15.871 -5.045 2.089
H 17.125 -5.877 3.045
H 16.635 -4.164 3.391
H 19.064 -4.466 3.272
H 19.778 -5.193 1.856
H 19.688 -3.442 1.888
H 17.261 -1.904 1.520
H 15.985 -1.029 0.736
H 15.649 -2.379 1.961
H 14.691 -2.259 -1.067
H 14.321 -3.637 0.003
H 15.237 -3.882 -1.495
O 23.899 -7.526 4.848
P 22.518 -7.074 4.652
N 22.144 -5.617 5.342
C 22.494 -5.434 6.733
C 21.201 -4.669 4.807
N 21.444 -8.154 5.348
C 21.944 -9.109 6.334
C 20.032 -7.914 5.350
N 21.995 -6.933 3.091
C 22.842 -6.123 2.219
C 21.395 -8.042 2.384
H 21.633 -5.646 7.375
H 22.864 -4.417 6.896
H 23.311 -6.052 7.110
H 21.382 -4.584 3.737
H 21.237 -3.705 5.309
H 20.168 -5.028 4.878
H 22.811 -9.634 5.939
H 22.243 -8.617 7.268
H 21.166 -9.831 6.579
H 19.709 -6.885 5.198
H 19.519 -8.569 4.631
H 19.529 -8.161 6.295
H 23.425 -5.367 2.748
H 23.618 -6.753 1.761
H 22.257 -5.657 1.423
H 22.088 -8.840 2.097
H 20.972 -7.648 1.454
H 20.576 -8.458 2.957
O 10.643 -1.693 3.754
P 10.637 -3.143 3.978
N 12.106 -3.875 4.047
C 12.738 -4.181 5.339
C 13.001 -3.789 2.900
N 9.789 -4.027 2.861
C 8.514 -3.452 2.445
C 10.173 -5.271 2.250
N 9.935 -3.502 5.440
C 9.211 -2.432 6.128
C 9.504 -4.839 5.744
H 13.678 -4.711 5.226
H 12.085 -4.797 5.948
H 12.963 -3.238 5.851
H 13.915 -4.328 3.123
H 13.212 -2.745 2.632
H 12.512 -4.186 2.005
H 8.160 -3.894 1.518
H 7.743 -3.535 3.225
H 8.619 -2.370 2.317
H 11.122 -5.593 2.681
H 9.446 -6.072 2.406
H 10.378 -5.142 1.180
H 9.873 -1.589 6.318
H 8.372 -2.022 5.555
H 8.845 -2.839 7.071
H 8.468 -5.038 5.407
H 9.472 -5.020 6.823
H 10.117 -5.581 5.231
O 12.093 -11.244 7.237
P 10.934 -11.563 6.361
N 11.361 -12.614 5.176
C 12.817 -12.589 4.917
C 10.594 -12.828 3.971
N 10.329 -10.192 5.592
C 8.923 -10.201 5.221
C 10.775 -8.880 6.079
N 9.665 -12.210 7.155
C 8.981 -13.388 6.678
C 9.114 -11.539 8.318
H 13.339 -12.854 5.826
H 13.172 -11.602 4.586
H 13.046 -13.248 4.084
H 10.493 -11.887 3.402
H 9.573 -13.153 4.169
H 11.062 -13.529 3.286
H 8.741 -9.340 4.577
H 8.695 -11.102 4.653
H 8.231 -10.140 6.069
H 10.193 -8.532 6.940
H 11.814 -8.964 6.380
H 10.748 -8.147 5.272
H 8.354 -13.859 7.436
H 8.203 -13.123 5.936
H 9.661 -14.087 6.202
H 8.103 -11.861 8.535
H 9.050 -10.447 8.175
H 9.813 -11.596 9.160
O 8.777 -7.791 12.604
P 8.494 -6.543 11.893
N 9.787 -5.534 11.658
C 11.124 -6.128 11.492
C 9.703 -4.130 11.344
N 7.376 -5.588 12.629
C 6.001 -6.114 12.684
C 7.768 -4.726 13.728
N 7.785 -6.845 10.400
C 8.358 -7.952 9.631
C 7.424 -5.709 9.573
H 11.189 -6.755 10.602
H 11.187 -6.840 12.328
H 11.956 -5.447 11.604
H 10.434 -3.544 11.915
H 8.759 -3.686 11.669
H 9.826 -3.903 10.280
H 6.029 -7.117 13.129
H 5.433 -5.510 13.385
H 5.637 -6.176 11.664
H 7.393 -5.134 14.673
H 8.849 -4.639 13.781
H 7.317 -3.733 13.623
H 7.541 -8.574 9.246
H 8.957 -7.555 8.807
H 8.910 -8.600 10.310
H 8.257 -5.391 8.926
H 7.207 -4.820 10.162
H 6.577 -5.998 8.949
C 19.289 -5.859 8.816
C 18.801 -7.225 8.976
N 18.400 -8.305 9.029
H 20.357 -5.748 8.978
H 18.703 -5.192 9.440
H 19.173 -5.637 7.750
C 17.407 -10.594 2.952
C 17.207 -11.918 2.379
N 17.048 -12.958 1.927
H 17.863 -9.973 2.182
H 18.051 -10.671 3.825
H 16.450 -10.165 3.241
*
```

2.
The following is a DFT calculation (ωB97M-V/def2-TZVPD) of a 8-piece molecular cluster, C38H98N6O14 overall.

SMILES string	COCCNCCOC.COCCNCCOC.COCCNCCOC.COCCNCCOC.COCCNCCOC.COCCNCCOC.CO.CO
F_max	0.04352	hartree/bohr
gap between HOMO and LUMO	8.9	eV
energy above the lowest of the compared OMol25 structures with the same formula, charge and spin	0.0	kcal/mol

```
! wB97M-V def2-TZVPD RIJCOSX def2/J DEFGRID3
* xyz 0 1
C 1.502 -0.234 1.690
O 2.383 0.416 2.588
C 1.693 1.071 3.621
C 2.770 1.722 4.495
N 3.557 2.736 3.793
C 2.914 4.044 3.790
C 3.586 5.056 2.901
O 3.414 4.628 1.562
C 3.947 5.508 0.613
H 2.084 -0.735 0.921
H 0.791 0.474 1.258
H 0.939 -0.988 2.254
H 1.154 0.413 4.312
H 1.016 1.827 3.206
H 3.414 0.869 4.739
H 2.409 1.977 5.492
H 3.579 2.447 2.818
H 2.836 4.427 4.812
H 1.864 3.945 3.471
H 4.647 5.214 3.124
H 3.115 6.033 3.072
H 3.281 6.377 0.520
H 4.045 5.066 -0.377
H 4.922 5.933 0.879
C 0.048 -5.171 -1.636
O 1.375 -4.664 -1.502
C 1.468 -3.299 -1.839
C 1.107 -2.848 -3.246
N 1.522 -3.769 -4.302
C 2.976 -3.810 -4.485
C 3.340 -4.504 -5.793
O 3.088 -5.888 -5.714
C 3.557 -6.567 -6.874
H 0.123 -6.149 -1.159
H -0.276 -5.321 -2.668
H -0.649 -4.533 -1.087
H 2.497 -3.013 -1.588
H 0.943 -2.709 -1.069
H 1.514 -1.853 -3.425
H 0.014 -2.812 -3.309
H 1.260 -4.699 -3.991
H 3.499 -4.327 -3.674
H 3.328 -2.781 -4.587
H 4.392 -4.263 -5.991
H 2.742 -4.096 -6.617
H 2.970 -6.225 -7.728
H 3.482 -7.631 -6.660
H 4.625 -6.364 -7.004
C 1.345 3.442 -6.940
O 1.864 2.496 -6.043
C 1.353 2.624 -4.739
C 2.149 1.727 -3.794
N 1.760 1.980 -2.395
C 2.604 1.296 -1.424
C 4.011 1.838 -1.213
O 4.880 1.400 -2.233
C 6.158 2.018 -2.190
H 1.591 3.144 -7.960
H 1.769 4.449 -6.859
H 0.254 3.474 -6.867
H 0.294 2.339 -4.675
H 1.371 3.665 -4.395
H 3.195 1.988 -3.996
H 2.016 0.673 -4.044
H 1.873 3.001 -2.301
H 2.584 0.208 -1.503
H 1.999 1.519 -0.533
H 4.415 1.520 -0.242
H 3.943 2.935 -1.182
H 6.063 3.106 -2.143
H 6.671 1.798 -3.125
H 6.694 1.560 -1.357
C -5.065 -1.685 -0.999
O -4.838 -0.359 -0.551
C -4.662 -0.238 0.853
C -4.275 1.220 1.119
N -5.447 2.063 1.077
C -5.148 3.458 1.363
C -6.368 4.363 1.282
O -5.991 5.722 1.170
C -7.131 6.529 1.134
H -6.067 -2.000 -0.696
H -4.307 -2.383 -0.637
H -5.013 -1.665 -2.085
H -3.863 -0.898 1.210
H -5.615 -0.520 1.309
H -3.486 1.486 0.403
H -3.800 1.265 2.102
H -5.920 1.968 0.186
H -4.404 3.829 0.642
H -4.677 3.491 2.347
H -7.004 4.278 2.171
H -7.002 4.056 0.440
H -7.661 6.562 2.095
H -7.922 6.155 0.467
H -6.959 7.546 0.788
C -0.022 -9.724 7.794
O -1.290 -9.407 7.280
C -1.430 -8.120 6.736
C -0.590 -7.875 5.481
N -0.656 -6.487 5.033
C -2.023 -5.976 4.841
C -1.990 -4.609 4.215
O -1.666 -4.786 2.840
C -1.653 -3.593 2.104
H 0.271 -9.101 8.644
H 0.748 -9.758 7.018
H -0.086 -10.748 8.165
H -1.105 -7.359 7.462
H -2.486 -7.961 6.534
H -1.024 -8.502 4.681
H 0.460 -8.147 5.571
H -0.164 -6.414 4.151
H -2.460 -5.880 5.834
H -2.525 -6.699 4.187
H -1.302 -3.873 4.645
H -2.959 -4.103 4.337
H -2.581 -3.018 2.215
H -1.526 -3.848 1.054
H -0.848 -2.913 2.406
C -2.471 0.844 -3.321
O -1.636 1.721 -2.615
C -2.343 2.917 -2.342
C -1.384 4.016 -1.948
N -0.526 3.666 -0.794
C 0.324 4.803 -0.376
C 1.107 5.595 -1.425
O 2.033 4.750 -2.098
C 3.027 5.401 -2.866
H -3.446 0.647 -2.859
H -2.026 -0.147 -3.450
H -2.687 1.127 -4.360
H -3.121 2.769 -1.582
H -2.925 3.301 -3.189
H -1.984 4.894 -1.684
H -0.831 4.283 -2.857
H 0.126 3.037 -1.275
H 1.032 4.397 0.348
H -0.382 5.495 0.093
H 1.676 6.395 -0.936
H 0.427 6.123 -2.102
H 2.599 5.899 -3.743
H 3.733 4.648 -3.207
H 3.511 6.203 -2.302
C -1.235 -0.615 -0.171
O -0.252 -0.054 -1.003
H -1.711 0.098 0.511
H -2.036 -1.057 -0.778
H -0.772 -1.411 0.415
H -0.691 0.582 -1.596
C -1.836 0.185 4.099
O -1.456 -1.090 4.582
H -2.919 0.270 3.979
H -1.475 0.933 4.810
H -1.404 0.422 3.126
H -2.170 -1.523 5.051
*
```

Question: Among the records above, which one has the lowest gap between HOMO and LUMO?
Answer: C38H96F12N19O13P5S4Sr